Molecular formula: C4H4NO4S3
Method: DFT, ωB97M-V/def2-TZVPD

```
! RIJCOSX wB97M-V def2-TZVPD def2/J DEFGRID3
* xyz -1 1
S -0.61 -1.67 -0.22
O -1.97 -1.32 0.03
H -0.73 -0.63 -2.39
S -0.31 1.23 -1.23
S 0.90 -2.59 1.87
H 2.24 -0.94 2.58
O -1.10 2.16 -0.52
O 0.91 1.80 -1.78
O -0.36 -2.05 -1.63
N -1.06 0.47 -2.43
H 1.63 0.92 1.16
C 1.47 -1.01 1.83
C 1.24 -0.02 0.90
C 0.32 -0.05 -0.14
H -2.14 0.30 -2.32
C -0.35 -3.17 0.90
*
```

Values from the calculation:
**Gap between HOMO and LUMO (spin up / spin down)**: 7.1 / 7.1 eV
**ΔE to the lowest compared entry with this formula, charge and spin**: 221.48 kJ/mol
**DFT total energy**: -46394.9542 eV
**LUMO energy (spin up / spin down)**: 2.98 / 2.97 eV

These are the natural (NBO) partial charges, in e, on atoms 1 to 2: atom 1 (S): 1.9652, atom 2 (O): -0.9926